Record 1
The following is a DFT calculation (ωB97M-V/def2-TZVPD) of a cluster of 2 separate species, C3H9NO2 in total in a non-equilibrium geometry.

- Molar mass: 91.1 g mol⁻¹
- SMILES string: CC(N)=O.CO

Each line ends with the natural charge from an NBO analysis.
Positions of all 15 atoms, in Å:
C (0.54, 0.98, 2.46)  -0.731
C (1.00, 1.65, 1.20)  0.670
N (0.56, 1.12, 0.00)  -0.846
O (1.90, 2.46, 1.19)  -0.603
H (0.58, -0.10, 2.45)  0.228
H (-0.43, 1.36, 2.82)  0.237
H (1.32, 1.21, 3.20)  0.245
H (0.76, 1.68, -0.81)  0.403
H (-0.07, 0.34, 0.00)  0.395
C (-0.82, -2.09, -2.11)  -0.252
O (-1.88, -1.20, -1.81)  -0.731
H (-1.15, -3.10, -1.80)  0.185
H (-0.64, -2.05, -3.18)  0.174
H (0.06, -1.94, -1.47)  0.162
H (-1.72, -0.33, -2.15)  0.464

Record 2
The following is a DFT calculation (ωB97M-V/def2-TZVPD) of a cluster of 2 separate species, C3H9NO2 in total in a non-equilibrium geometry.

- Molar mass: 91.1 g mol⁻¹
- SMILES string: CC(=O)O.CN

Each line ends with the natural charge from an NBO analysis.
Positions of all 15 atoms, in Å:
C (-1.59, 1.21, 0.17)  -0.775
C (-1.08, 0.00, 0.84)  0.775
O (-0.38, -0.85, 0.35)  -0.558
O (-1.15, 0.01, 2.18)  -0.659
H (-2.67, 1.45, 0.14)  0.249
H (-1.28, 1.28, -0.86)  0.249
H (-1.22, 2.23, 0.54)  0.244
H (-1.49, 0.79, 2.51)  0.476
C (2.42, -0.04, -1.15)  -0.432
N (1.45, -0.79, -2.03)  -0.825
H (3.38, -0.58, -1.33)  0.183
H (2.01, -0.16, -0.11)  0.209
H (2.77, 0.89, -1.41)  0.170
H (0.49, -0.59, -1.80)  0.360
H (1.65, -0.37, -2.96)  0.334

LUMO: 0.6; 0.5 (eV)
Gap between HOMO and LUMO: 10.48; 9.38 (eV)
Energy above the lowest of the compared OMol25 structures with the same formula, charge and spin: 26.9; 43.6 (kcal/mol)